Molecular formula: C29H62N2O16P3
Method: DFT, ωB97M-V/def2-TZVPD

CARTESIAN COORDINATES (ANGSTROEM)
C1 -2.3827 -3.1920 4.1223
C2 -1.8648 -4.3431 3.2267
O1 -1.0431 -3.8776 2.1668
C3 -1.1633 -5.4384 4.0405
N1 -1.3033 -6.7988 3.4712
C4 -2.2754 -7.6219 4.2123
C5 -3.6776 -7.1729 3.8243
O2 -4.7301 -7.9593 4.5324
C6 -5.7767 -7.1792 4.7737
C7 -6.5038 -6.6285 3.7125
C8 -7.5672 -5.7950 3.9892
C9 -8.3385 -5.1816 2.8390
O3 -8.8100 -5.8543 1.9951
O4 -8.4266 -3.8281 2.8544
C10 -7.8957 -5.5153 5.3352
C11 -7.1626 -6.0817 6.3304
N2 -6.1209 -6.8961 6.0295
H1 -3.4623 -3.2660 4.2860
H2 -1.9016 -3.1774 5.1030
H3 -2.1755 -2.2438 3.6250
H4 -2.7694 -4.7633 2.7559
H5 -1.6131 -3.8010 1.3972
H6 -1.6387 -5.4576 5.0272
H7 -0.1153 -5.1460 4.1361
H8 -1.6994 -6.6798 2.5432
H9 -2.0985 -8.6445 3.8663
H10 -2.0863 -7.5876 5.2837
H11 -3.7963 -6.1431 4.1745
H12 -3.8398 -7.2226 2.7476
H13 -6.2330 -6.8352 2.6864
H14 -7.5320 -3.4976 3.0266
H15 -8.7175 -4.8365 5.5205
H16 -7.3808 -5.8831 7.3703
H17 -5.5525 -7.3011 6.7674
O5 -1.5965 -0.9243 -0.5762
P1 -1.2071 0.2732 -1.3842
O6 -1.8183 -0.1016 -2.8644
C12 -3.1597 -0.5580 -2.9871
C13 -4.1686 0.5671 -2.8229
O7 0.3893 -0.1119 -1.5876
C14 1.0846 -0.8783 -0.5987
C15 1.1871 -2.3295 -1.0249
O8 -0.8444 1.8041 -1.7558
C16 -0.2123 2.1259 -3.0147
C17 -1.1774 2.8620 -3.9149
H18 -3.3610 -1.3577 -2.2710
H19 -3.2535 -0.9943 -3.9823
H20 -3.9541 1.1700 -1.9367
H21 -5.1791 0.1644 -2.7405
H22 -4.1480 1.2361 -3.6831
H23 0.5971 -0.7889 0.3704
H24 2.0811 -0.4473 -0.4941
H25 0.2423 -2.7010 -1.4221
H26 1.4857 -2.9598 -0.1848
H27 1.9276 -2.4485 -1.8181
H28 0.1686 1.2432 -3.5121
H29 0.6372 2.7713 -2.7892
H30 -2.1006 2.3015 -4.0476
H31 -0.7254 3.0304 -4.8931
H32 -1.4438 3.8268 -3.4797
O9 1.9494 1.7434 2.0690
P2 2.8183 2.8095 2.6367
O10 2.3610 2.8935 4.2075
C18 2.1857 1.6959 4.9571
C19 3.5098 1.0575 5.3430
O11 2.0868 4.1425 2.0064
C20 1.3528 4.0501 0.7812
C21 -0.1362 3.9684 1.0499
O12 4.2122 3.5980 2.7900
C22 4.2888 4.8127 3.5621
C23 5.0741 4.5817 4.8336
H33 1.5667 0.9850 4.4061
H34 1.6315 1.9670 5.8567
H35 4.1823 0.9824 4.4853
H36 3.3470 0.0598 5.7525
H37 4.0193 1.6490 6.1043
H38 1.6895 3.1956 0.1948
H39 1.5771 4.9460 0.2001
H40 -0.3703 3.2749 1.8577
H41 -0.6704 3.6523 0.1516
H42 -0.5263 4.9420 1.3532
H43 3.3034 5.2108 3.7870
H44 4.8027 5.5446 2.9389
H45 4.6605 3.7564 5.4091
H46 5.0631 5.4792 5.4533
H47 6.1095 4.3281 4.6008
O13 2.3986 3.9568 -5.0532
P3 3.8005 3.9383 -5.5532
O14 3.6596 4.2918 -7.1429
C24 2.8132 5.3617 -7.5591
C25 3.4250 6.7235 -7.2775
O15 4.0637 2.3118 -5.5971
C26 3.3333 1.4478 -4.7244
C27 2.1862 0.7875 -5.4626
O16 5.3770 4.2293 -5.4171
C28 6.3016 3.7429 -6.4101
C29 6.8608 4.8921 -7.2183
H48 1.8319 5.2803 -7.0884
H49 2.6599 5.2411 -8.6319
H50 3.7993 6.7895 -6.2529
H51 2.6886 7.5118 -7.4359
H52 4.2663 6.9171 -7.9437
H53 2.9730 1.9957 -3.8541
H54 4.0277 0.6890 -4.3596
H55 1.6399 1.4941 -6.0873
H56 1.4886 0.3305 -4.7597
H57 2.5567 0.0052 -6.1274
H58 5.8431 3.0041 -7.0612
H59 7.1067 3.2465 -5.8681
H60 6.0655 5.4903 -7.6574
H61 7.4979 4.5162 -8.0199
H62 7.4506 5.5537 -6.5817

The value obtained for the HOMO energy is -11.1 eV. The calculation puts the LUMO energy at -4.804 eV. The energy relative to the best compared isomer or geometry (same formula, charge and spin) comes out at 0.000 eV. Its net charge is +1. As for the spin multiplicity: 1. Its total energy is -94680.152 eV. The calculation puts the HOMO-LUMO gap at 6.249 eV.


Molecular formula: C29H62NO13
Method: DFT, ωB97M-V/def2-TZVPD

CARTESIAN COORDINATES (ANGSTROEM)
N1 -14.1628 -32.6109 44.6994
H1 -14.2081 -31.6558 44.5360
H2 -14.2640 -32.6070 45.6356
H3 -13.3480 -32.7295 44.6175
H4 -14.9443 -33.2188 44.4038
O1 -13.2859 -34.0282 47.6991
C1 -13.8314 -33.6726 48.7279
O2 -14.6675 -34.4247 49.3915
C2 -14.9519 -35.7812 49.2863
C3 -15.8894 -36.3792 50.3762
C4 -13.6973 -32.2854 49.1583
H5 -14.0696 -36.2036 49.2722
H6 -15.3610 -36.2756 48.4430
H7 -15.5287 -36.0492 51.3470
H8 -15.8634 -37.4618 50.4385
H9 -17.0388 -36.1606 50.2457
H10 -14.5788 -31.8059 49.0056
H11 -12.8579 -31.8564 48.5655
H12 -13.5139 -32.3646 50.0459
O3 -10.8737 -32.5895 43.5974
C5 -9.5825 -32.4851 43.8351
O4 -8.7526 -32.3809 42.8498
C6 -9.0412 -32.7400 41.4744
C7 -7.6437 -32.8399 40.7102
C8 -9.0908 -32.1645 45.2251
H13 -9.5676 -31.9903 40.7744
H14 -9.7227 -33.5399 41.5320
H15 -7.4333 -33.8470 40.7312
H16 -6.9210 -32.0626 40.7801
H17 -7.9120 -32.5554 39.6451
H18 -9.3827 -31.2589 45.5608
H19 -8.0826 -32.1101 45.2875
H20 -9.4369 -32.7891 45.9394
O5 -13.6347 -33.3444 41.8058
C9 -12.6713 -33.6677 41.0151
O6 -11.8457 -34.6713 41.1939
C10 -12.0583 -35.5145 42.2446
C11 -10.9975 -36.6633 42.2128
C12 -12.4731 -33.0110 39.6449
H21 -12.9316 -35.9564 42.0029
H22 -12.1804 -34.9180 43.2434
H23 -11.2983 -37.2711 41.3031
H24 -10.9153 -37.2054 42.9477
H25 -9.9693 -36.4497 42.2137
H26 -13.1676 -33.0845 38.8831
H27 -11.4880 -33.2571 39.3104
H28 -12.1863 -31.8464 39.8372
O7 -17.0265 -33.5147 43.3984
C13 -17.0092 -33.6806 42.1994
O8 -16.7890 -34.9002 41.6368
C14 -16.4499 -35.9929 42.4705
C15 -17.0474 -37.3382 41.8363
C16 -17.3230 -32.6911 41.1966
H29 -16.7825 -35.9403 43.5777
H30 -15.4140 -36.0289 42.4201
H31 -16.5680 -37.5132 40.5498
H32 -18.0841 -37.2485 41.7426
H33 -16.9888 -38.1447 42.4147
H34 -17.1698 -31.7056 41.5377
H35 -18.4021 -32.7316 40.6376
H36 -16.5977 -32.9364 40.5269
O9 -14.0843 -35.5669 44.8908
C17 -13.8752 -36.7292 45.1857
O10 -12.6552 -37.1230 45.6981
C18 -11.5049 -36.2731 45.9671
C19 -10.9707 -36.6064 47.3205
C20 -14.7636 -37.8407 44.7314
H37 -11.7236 -35.0919 45.8803
H38 -10.6203 -36.3834 45.1506
H39 -10.9425 -37.7374 47.2186
H40 -11.6752 -36.3005 48.1834
H41 -10.0512 -36.0806 47.5325
H42 -14.4339 -38.6944 45.0528
H43 -14.5240 -37.8053 43.7068
H44 -15.8078 -37.4860 45.0920
C21 -12.3099 -29.3898 41.8714
C22 -13.7294 -29.5681 41.9013
O11 -14.3023 -29.8358 43.1069
C23 -14.6009 -29.4167 40.6492
H45 -11.8552 -28.2135 41.6865
H46 -12.0561 -29.9592 40.9436
H47 -11.7158 -29.9038 42.7179
H48 -14.2188 -28.3689 40.4320
H49 -15.5761 -29.4330 40.7014
H50 -14.3206 -30.1373 39.9058
C24 -14.0979 -29.0668 46.6198
C25 -12.6286 -29.5779 46.4171
O12 -12.4286 -30.9149 46.3156
C26 -11.5642 -28.6138 46.2001
H51 -14.4904 -29.8298 47.1682
H52 -14.5422 -28.7220 45.5817
H53 -14.0076 -28.1861 47.1735
H54 -11.6615 -27.7945 46.8096
H55 -11.4035 -28.1095 45.4747
H56 -10.5710 -29.0017 46.1367
C27 -17.6526 -34.0534 46.9419
C28 -17.0899 -32.7692 47.5854
O13 -16.2516 -32.1540 46.8321
C29 -17.5345 -32.4570 48.9542
H57 -16.8062 -34.7785 46.9435
H58 -18.3297 -33.8753 46.0040
H59 -18.3711 -34.5735 47.5462
H60 -16.9596 -31.5755 49.3744
H61 -17.4412 -33.2706 49.7072
H62 -18.5741 -32.2955 48.8952

The value obtained for the HOMO energy is -12.0 eV. The calculation puts the LUMO energy at -1.619 eV. The energy relative to the best compared isomer or geometry (same formula, charge and spin) comes out at 6.127 eV. Its net charge is +1. As for the spin multiplicity: 1. Its total energy is -59166.973 eV. The calculation puts the HOMO-LUMO gap at 10.343 eV.


Molecular formula: C29H63B3O8S
Method: DFT, ωB97M-V/def2-TZVPD

CARTESIAN COORDINATES (ANGSTROEM)
C1 -0.9678 -0.5692 6.9689
C2 -1.3534 0.8349 7.4049
O1 -2.7837 0.9924 7.4177
C3 -3.3355 1.5382 6.2877
O2 -4.0270 0.8886 5.5668
C4 -3.0923 3.0230 6.1039
C5 -3.0800 3.4597 4.6427
C6 -2.0611 2.6883 3.7967
B1 -1.9666 3.1345 2.3042
O3 -0.7520 3.3725 1.6720
B2 -0.6608 2.7663 0.4207
C7 0.5705 1.8885 0.0268
C8 1.8744 2.6875 -0.1614
C9 2.9636 1.8721 -0.8569
C10 4.3741 2.4063 -0.6083
C11 4.9336 2.0237 0.7732
C12 6.1764 1.1321 0.7095
C13 5.9774 -0.1807 -0.0483
C14 4.9890 -1.1414 0.6146
C15 4.4274 -2.1880 -0.3553
C16 4.1962 -3.5482 0.2990
C17 3.6461 -4.6245 -0.6408
O4 2.2568 -4.8554 -0.5015
C18 1.4474 -3.8141 -0.9955
O5 -1.7677 2.8958 -0.4125
B3 -2.9792 2.6823 0.2394
C19 -4.0702 1.7718 -0.4229
S1 -5.6220 1.5735 0.5007
C20 -5.2775 0.0281 1.3953
C21 -5.8408 -1.2042 0.7018
O6 -3.1083 3.1936 1.5150
H1 -0.0184 -0.8563 7.4232
H2 -0.8668 -0.6503 5.8868
H3 -1.7334 -1.2710 7.2957
H4 -0.9055 1.5841 6.7461
H5 -1.0083 1.0478 8.4150
H6 -3.9128 3.5130 6.6382
H7 -2.1753 3.3254 6.6118
H8 -2.8293 4.5236 4.6236
H9 -4.0781 3.3493 4.2174
H10 -2.3626 1.6323 3.7714
H11 -1.0661 2.7240 4.2521
H12 0.7352 1.1498 0.8197
H13 0.3444 1.3472 -0.8962
H14 2.2417 3.0110 0.8168
H15 1.6785 3.5960 -0.7394
H16 2.9109 0.8485 -0.4657
H17 2.7533 1.8116 -1.9282
H18 5.0170 1.9816 -1.3849
H19 4.4017 3.4903 -0.7506
H20 4.1544 1.5294 1.3620
H21 5.1838 2.9262 1.3355
H22 6.9953 1.6971 0.2555
H23 6.4822 0.8885 1.7326
H24 6.9461 -0.6826 -0.1298
H25 5.6651 0.0155 -1.0787
H26 5.4800 -1.6466 1.4532
H27 4.1592 -0.5781 1.0504
H28 5.1064 -2.3050 -1.2058
H29 3.4720 -1.8254 -0.7468
H30 3.4915 -3.4390 1.1302
H31 5.1432 -3.8916 0.7260
H32 3.8645 -4.3567 -1.6856
H33 4.1122 -5.5873 -0.4332
H34 1.8735 -3.3765 -1.9063
H35 1.3133 -3.0124 -0.2597
H36 0.4724 -4.2392 -1.2297
H37 -3.6151 0.7817 -0.5401
H38 -4.2974 2.0892 -1.4429
H39 -5.7187 0.1697 2.3815
H40 -4.1968 -0.0506 1.5227
H41 -5.5603 -1.1922 -0.3535
H42 -6.9295 -1.2072 0.7411
H43 -5.4601 -2.1235 1.1497
C22 6.6659 0.3180 -6.6930
C23 5.6388 0.2919 -5.5746
O7 6.0587 0.9382 -4.3854
C24 6.3697 2.3159 -4.5010
C25 5.2094 3.1785 -4.9664
H44 7.6044 -0.1288 -6.3624
H45 6.2933 -0.2494 -7.5468
H46 6.8736 1.3319 -7.0371
H47 5.4463 -0.7380 -5.2730
H48 4.6859 0.7057 -5.9248
H49 7.2421 2.4679 -5.1468
H50 6.6646 2.6143 -3.4940
H51 4.8895 2.9292 -5.9789
H52 5.5067 4.2280 -4.9632
H53 4.3537 3.0588 -4.2997
C26 -6.5571 -4.6324 -2.7284
C27 -7.7691 -4.7082 -1.8155
O8 -8.1482 -3.4660 -1.2516
C28 -8.4977 -2.4423 -2.1666
C29 -9.6753 -2.7837 -3.0629
H54 -5.7035 -4.2101 -2.1961
H55 -6.2916 -5.6332 -3.0714
H56 -6.7449 -4.0203 -3.6113
H57 -7.5451 -5.3419 -0.9571
H58 -8.6127 -5.1698 -2.3422
H59 -7.6311 -2.1515 -2.7721
H60 -8.7456 -1.5861 -1.5389
H61 -9.4603 -3.6250 -3.7231
H62 -9.9188 -1.9256 -3.6907
H63 -10.5520 -3.0352 -2.4647

The value obtained for the HOMO energy is -8.2 eV. The calculation puts the LUMO energy at 0.318 eV. As for the SMILES: CCOC(=O)CCCB1OB(CCCCCCCCCCCOC)OB(CSCC)O1.CCOCC.CCOCC. As for the spin multiplicity: 1. Its total energy is -60345.832 eV. The calculation puts the HOMO-LUMO gap at 8.474 eV.


> Which value of spin multiplicity does entry 2 give?

1


> Which value of LUMO does entry 3 give?

0.318 eV